ORCA calculation (ωB97M-V with the def2-TZVPD basis set) on C51H49CoF5N5O2P2SSe as an isolated structure.

ORCA input file:
```
! wB97M-V def2-TZVPD RIJCOSX def2/J DEFGRID3
* xyz -1 4
Co -0.787 0.202 0.898
C -4.705 -1.395 1.700
C -3.354 -0.732 1.952
O -2.775 -0.243 0.923
C -2.879 -0.704 3.256
C -1.686 -0.058 3.722
C -1.452 0.066 5.202
N -0.805 0.454 2.895
N 0.154 1.243 3.480
C 1.080 1.753 2.704
O 1.079 1.364 1.293
C 2.017 2.728 3.126
C 2.298 2.866 4.523
C 3.141 3.853 4.984
C 3.756 4.766 4.107
C 3.499 4.642 2.734
C 2.660 3.659 2.245
H -4.994 -1.242 0.658
H -5.475 -0.969 2.350
H -4.650 -2.469 1.901
H -3.521 -1.140 4.014
H -2.155 -0.561 5.754
H -1.569 1.107 5.521
H -0.426 -0.219 5.445
H 1.825 2.174 5.210
H 3.343 3.921 6.048
H 4.407 5.546 4.482
H 3.952 5.344 2.038
H 2.457 3.633 1.183
C -1.096 -4.673 -4.855
S 0.412 -5.387 -4.157
C 1.454 -3.902 -4.012
C 1.396 -3.231 -2.646
C 0.029 -2.608 -2.389
N -0.031 -1.632 -1.282
P -0.235 -1.985 0.401
C -1.111 -3.590 0.284
C -0.523 -4.842 0.419
C -1.278 -5.996 0.237
C -2.628 -5.909 -0.075
C -3.230 -4.661 -0.186
C -2.477 -3.511 0.000
C 1.351 -2.537 1.133
C 1.247 -2.772 2.509
C 2.338 -3.222 3.236
C 3.555 -3.438 2.598
C 3.676 -3.177 1.241
C 2.584 -2.709 0.516
P -0.624 -0.010 -1.456
C 0.138 0.401 -3.088
C 1.517 0.260 -3.241
C 2.159 0.636 -4.411
C 1.430 1.187 -5.458
C 0.062 1.362 -5.312
C -0.578 0.980 -4.135
C -2.384 -0.138 -1.971
C -3.186 0.963 -1.669
C -4.528 0.982 -2.025
C -5.093 -0.114 -2.666
C -4.309 -1.227 -2.946
C -2.959 -1.234 -2.609
H -1.737 -5.507 -5.138
H -0.858 -4.088 -5.743
H -1.617 -4.051 -4.126
H 1.144 -3.204 -4.795
H 2.470 -4.230 -4.234
H 2.162 -2.451 -2.612
H 1.623 -3.961 -1.866
H -0.679 -3.419 -2.200
H -0.285 -2.094 -3.298
H 0.532 -4.924 0.656
H -0.807 -6.967 0.334
H -3.208 -6.811 -0.230
H -4.288 -4.585 -0.410
H -2.940 -2.530 -0.073
H 0.297 -2.582 3.005
H 2.246 -3.386 4.303
H 4.415 -3.778 3.162
H 4.630 -3.327 0.747
H 2.701 -2.463 -0.531
H 2.095 -0.161 -2.424
H 3.232 0.509 -4.502
H 1.927 1.484 -6.374
H -0.517 1.794 -6.120
H -1.647 1.124 -4.046
H -2.756 1.791 -1.109
H -5.142 1.839 -1.770
H -6.144 -0.107 -2.934
H -4.751 -2.096 -3.421
H -2.369 -2.113 -2.833
F 1.619 2.510 -1.064
C 2.530 1.712 -0.520
C 2.284 1.138 0.716
C 3.310 0.396 1.290
F 3.155 -0.196 2.458
C 4.520 0.242 0.648
F 5.490 -0.467 1.217
C 4.730 0.797 -0.594
F 5.887 0.612 -1.228
C 3.729 1.537 -1.178
F 3.935 2.111 -2.364
C -2.007 5.024 -1.336
N -1.215 5.425 -0.190
C -0.346 6.507 -0.150
C 0.220 6.511 1.069
N -0.297 5.432 1.765
C 0.046 5.082 3.140
C -1.190 4.755 0.996
Se -2.130 3.254 1.462
H -2.289 5.909 -1.904
H -2.895 4.512 -0.973
H -1.449 4.339 -1.976
H -0.214 7.169 -0.990
H 0.951 7.172 1.504
H -0.318 5.851 3.823
H 1.125 4.971 3.244
H -0.427 4.132 3.379
*
```

Kohn-Sham gap (spin up / spin down) = 3.60 / 5.82 eV
HOMO energy (spin up / spin down) = -1.42 / -3.64 eV
E_tot = -211201.6458 eV